(a)
17
Properties=species:S:1:pos:R:3 method="wB97M-V/def2-TZVPD" orbital_gap_ev=9.449 homo_energy_ev=-8.70
C 2.40616 -2.74336 -0.06383
C 1.41881 -1.82533 -0.20849
C 0.21109 -1.13939 0.23286
C -0.78107 -0.27168 -0.39823
C -1.19947 1.06461 -1.25588
N -1.07070 2.14203 -0.16165
C -0.51844 1.47887 1.34805
C 0.05289 0.37172 0.52095
H 3.55722 -3.04846 -0.20791
H -0.26292 -1.96201 0.72701
H -1.62327 -0.49264 0.25735
H -2.20875 0.88666 -1.75393
H -0.63153 0.91556 -2.29887
H -0.48276 2.86510 -0.28613
H -1.54465 1.35684 1.87698
H 0.24934 2.19670 1.66712
H 0.90244 0.67538 0.09735

---

(b)
17
Properties=species:S:1:pos:R:3 method="wB97M-V/def2-TZVPD" orbital_gap_ev=8.612 homo_energy_ev=-7.81
C 2.54924 -0.63483 0.19549
C 1.68997 0.55401 -0.29493
C 0.27935 0.37618 -0.42842
C -0.70207 -0.65672 -0.28421
C -1.01514 -1.91318 -0.31604
N -1.25211 -3.07722 -0.04586
C -1.46481 0.62198 -0.54830
C -2.25256 1.46694 0.40888
H 3.37856 -0.26839 0.68948
H 2.91330 -1.06353 -0.64333
H 2.14252 -1.42611 0.82052
H 2.31542 1.49201 -0.48923
H -1.47428 -3.76721 -0.74616
H -1.60020 0.65793 -1.53098
H -2.38547 0.99816 1.32240
H -3.28751 1.72404 -0.08063
H -1.80055 2.46168 0.76473

---

(c)
17
Properties=species:S:1:pos:R:3 method="wB97M-V/def2-TZVPD" orbital_gap_ev=9.762 homo_energy_ev=-9.05
C 2.06918 -1.14644 0.09449
C 1.23485 -0.11392 -0.05051
C 1.22234 1.08283 -0.82853
C -0.09015 -0.24132 0.81774
C -1.11857 -0.96351 0.01249
C -2.21005 -0.19555 -0.31712
C -1.95961 0.90138 0.50279
N -0.83929 1.01380 1.03118
H 3.10072 -1.23742 -0.23079
H 1.53681 -2.00000 0.57615
H 0.28531 1.08487 -1.35022
H 2.13341 1.25231 -1.48761
H 1.26203 1.87052 -0.07413
H -0.00502 -0.67897 1.79479
H -0.88010 -1.92316 -0.19168
H -3.09973 -0.51200 -0.91716
H -2.64214 1.80660 0.61815

---

Bottom line: (c), by a margin of 2.654 eV.